Entry 1:
Here is an isolated molecule of C6H7BBrFO2 in a non-equilibrium geometry from the OMol25 dataset. Energies are from ωB97M-V/def2-TZVPD.

Atoms and positions in Å:
Br  0.640  -0.923  2.945
F  -1.458  0.890  1.571
O  2.245  1.096  1.031
O  0.826  2.909  1.050
C  -1.504  -1.787  -0.346
C  -1.005  -1.893  0.903
C  0.086  -0.879  1.104
C  -1.226  -0.723  -1.214
C  -0.733  0.426  -0.708
C  -0.332  0.555  0.737
B  0.989  1.642  1.054
H  -0.743  1.453  -1.200
H  -1.466  -0.758  -2.199
H  -2.056  -2.596  -0.639
H  -1.177  -2.668  1.699
H  2.926  1.801  0.989
H  1.484  3.656  1.173
H  0.930  -1.134  0.400

Computed properties:
relative energy (zero: lowest compared OMol25 entry of this formula, charge and spin)	0.0	kcal per mole
strongest force on any atom	5.79	eV/A
LUMO level	0.0009	Eh
E	-3082.06987	a.u.
structure (SMILES)	OB(O)[C@@]1(F)C=CC=C[C@@H]1Br
molar mass	220.83	g/mol

These are the Mulliken partial charges, in e, on atoms 1 to 5: number 1, Br, carries -0.161; number 2, F, carries -0.360; number 3, O, carries -0.540; number 4, O, carries -0.544; number 5, C, carries -0.409

Entry 2:
Here is the ion C8H16IN2 with charge +1 in a non-equilibrium geometry from the OMol25 dataset. Energies are from ωB97M-V/def2-TZVPD.

Atoms and positions in Å:
I  3.069  -1.686  0.992
N  0.421  -0.661  -0.414
N  0.655  1.686  2.506
C  -2.981  -1.157  -2.206
C  0.477  0.548  1.811
C  0.886  0.440  0.361
C  1.772  -0.641  -0.391
C  -0.038  2.069  3.688
C  -0.554  -0.927  -1.454
C  -1.991  -1.030  -1.035
C  2.620  -0.269  -1.543
H  3.378  -1.015  -1.558
H  1.109  2.518  2.076
H  -2.082  -1.959  -0.504
H  -0.376  1.199  4.119
H  0.015  -0.277  2.320
H  -0.352  -0.258  -2.410
H  -0.756  2.739  3.324
H  -2.497  -0.772  -3.123
H  2.143  -0.190  -2.523
H  -2.334  -0.219  -0.404
H  -3.313  -2.258  -2.338
H  0.753  2.488  4.254
H  -0.158  -1.875  -1.812
H  -3.844  -0.543  -2.153
H  0.836  1.439  -0.121
H  3.142  0.611  -1.463

Computed properties:
relative energy (zero: lowest compared OMol25 entry of this formula, charge and spin)	27.4	kcal per mole
net charge	+1
2S+1	3
strongest force on any atom	3.07	eV/A
LUMO level (alpha / beta)	-0.1213 / -0.2698	Eh
E	-721.16917	a.u.
molar mass	267.13	g/mol

These are the Mulliken partial charges, in e, on atoms 1 to 5: number 1, I, carries 0.243; number 2, N, carries 0.464; number 3, N, carries -0.287; number 4, C, carries -1.121; number 5, C, carries -0.613

Entry 3:
Here is the ion C9H13N5 with charge +2 in a non-equilibrium geometry from the OMol25 dataset. Energies are from ωB97M-V/def2-TZVPD.

Atoms and positions in Å:
N  -2.204  -2.476  -0.080
N  3.071  1.048  -0.131
N  -2.113  -1.145  -0.031
N  -1.310  0.506  -1.656
N  0.501  0.164  -0.098
C  -1.431  -0.449  -0.822
C  2.537  0.419  1.153
C  -0.315  1.335  -1.868
C  1.424  -0.515  0.741
C  0.748  1.086  -0.969
C  -3.109  -0.575  0.841
C  -3.199  -2.817  0.679
C  2.069  1.799  -0.905
C  -3.805  -1.604  1.350
H  3.433  0.263  -0.686
H  2.095  2.789  -0.298
H  -0.241  1.968  -2.831
H  -3.378  -3.856  0.903
H  3.288  -0.213  1.630
H  -2.034  0.547  -2.377
H  -4.424  -1.623  2.226
H  2.344  1.249  1.912
H  3.836  1.574  0.166
H  -3.103  0.562  1.194
H  2.487  2.092  -1.834
H  1.904  -1.241  0.084
H  0.928  -0.888  1.709

Computed properties:
relative energy (zero: lowest compared OMol25 entry of this formula, charge and spin)	114.7	kcal per mole
net charge	+2
strongest force on any atom	4.68	eV/A
LUMO level	-0.2767	Eh
E	-623.73657	a.u.
molar mass	191.24	g/mol

These are the Mulliken partial charges, in e, on atoms 1 to 5: number 1, N, carries -0.884; number 2, N, carries -0.133; number 3, N, carries 0.770; number 4, N, carries 0.056; number 5, N, carries -0.326

Entry 4:
Here is a cluster of 10 separate species, C28H76O14S8 in total in a non-equilibrium geometry from the OMol25 dataset. Energies are from ωB97M-V/def2-TZVPD.

Atoms and positions in Å:
S  1.855  -0.159  -0.143
S  -2.619  -2.518  -2.732
S  5.189  2.293  3.442
S  -0.708  0.086  -5.262
S  -0.061  2.072  4.142
S  1.658  5.477  1.822
S  1.251  5.990  -2.643
S  -2.591  3.549  -0.891
O  2.802  -3.666  -3.251
O  3.415  -4.960  -6.022
O  1.596  -0.343  1.364
O  -1.627  -1.398  7.966
O  -3.047  -3.911  -2.168
O  2.436  6.618  -3.417
O  2.557  5.833  0.606
O  0.664  -4.841  -1.624
O  -0.463  3.513  4.267
O  -2.297  -2.621  5.547
O  -1.339  2.939  -1.541
O  0.119  -3.002  3.821
O  6.519  1.735  2.920
O  -0.300  -1.204  -4.579
C  -4.020  -2.247  -3.801
C  4.285  -4.032  -5.326
C  -2.423  -2.575  7.974
C  -0.319  6.241  -3.633
C  1.205  7.143  2.599
C  -1.591  1.232  -4.079
C  1.494  4.148  -2.699
C  -2.249  -0.213  8.432
C  -0.997  -3.917  3.859
C  0.473  0.949  -0.853
C  0.727  1.199  -5.499
C  4.399  3.190  2.040
C  1.189  -1.736  -0.947
C  1.726  -4.506  -3.775
C  3.655  -5.078  -7.411
C  -3.579  2.305  0.111
C  4.056  0.824  3.469
C  0.408  -4.352  -2.941
C  -1.640  -3.881  5.295
C  -1.162  1.140  5.347
C  -3.116  -1.242  -1.484
C  0.703  -3.001  2.519
C  -0.505  -5.191  -1.000
C  4.108  -3.969  -3.793
C  -0.675  1.474  2.516
C  -3.214  -2.636  6.632
C  -0.025  5.112  1.260
C  -3.863  4.007  -2.164
H  -0.570  5.944  0.813
H  0.413  -2.249  -0.379
H  -2.705  -0.331  9.415
H  -3.021  0.097  7.727
H  3.321  3.326  2.124
H  -0.192  6.196  -4.715
H  0.445  6.948  3.355
H  -4.976  -2.317  -3.283
H  1.427  -4.237  -4.788
H  -1.772  -3.442  8.084
H  2.999  0.922  3.714
H  -3.119  2.158  1.088
H  -0.306  -4.980  -3.473
H  2.153  7.517  2.987
H  0.605  0.999  -1.933
H  -0.976  -4.131  6.122
H  -0.880  1.689  -3.390
H  0.804  -4.033  2.185
H  -2.211  1.365  5.154
H  2.323  3.924  -2.027
H  -4.560  2.767  0.228
H  4.502  0.147  4.199
H  1.693  -2.544  2.541
H  -2.138  2.014  -4.606
H  -0.077  -3.379  -3.015
H  0.117  4.462  0.397
H  -3.956  -2.982  -4.604
H  -0.942  1.480  6.359
H  0.082  -2.369  1.884
H  -2.281  -4.762  5.269
H  -1.194  -5.852  -1.525
H  1.475  0.870  -6.220
H  4.804  -3.186  -3.491
H  2.058  -2.388  -1.041
H  -3.720  -3.593  6.503
H  4.570  2.742  1.060
H  1.337  1.158  -4.596
H  -0.415  0.445  2.271
H  -1.447  0.525  8.420
H  -2.283  0.645  -3.475
H  -1.010  -4.246  -0.797
H  0.464  1.930  -0.379
H  -0.373  2.184  1.745
H  -3.962  -1.853  6.505
H  -1.765  1.480  2.502
H  4.884  4.156  1.905
H  -0.721  -4.941  3.605
H  -3.713  1.440  -0.539
H  3.795  -4.093  -7.855
H  -4.141  -1.486  -1.205
H  -0.976  0.069  5.279
H  -3.986  -1.261  -4.265
H  -0.974  5.416  -3.350
H  4.386  -4.976  -3.483
H  -0.635  4.649  2.036
H  -3.080  -2.695  8.835
H  -2.997  -0.183  -1.713
H  -3.844  5.078  -2.369
H  4.579  -5.633  -7.571
H  0.294  2.198  -5.543
H  4.260  -3.022  -5.735
H  0.831  -1.635  -1.971
H  2.916  -5.625  -7.997
H  0.830  7.852  1.861
H  -3.672  3.413  -3.057
H  2.037  -5.549  -3.720
H  1.655  3.832  -3.730
H  -0.467  0.441  -0.638
H  4.150  0.169  2.603
H  -2.459  -1.364  -0.623
H  -4.883  3.805  -1.835
H  0.598  3.614  -2.383
H  5.294  -4.436  -5.398
H  -0.182  -5.640  -0.061
H  -0.834  7.162  -3.362
H  -1.739  -3.682  3.096

Computed properties:
relative energy (zero: lowest compared OMol25 entry of this formula, charge and spin)	38.4	kcal per mole
strongest force on any atom	3.00	eV/A
LUMO level	-0.0137	Eh
E	-5350.77217	a.u.
molar mass	893.44	g/mol

These are the Mulliken partial charges, in e, on atoms 1 to 5: number 1, S, carries 0.257; number 2, S, carries 0.979; number 3, S, carries 0.425; number 4, S, carries 0.200; number 5, S, carries 0.527

Entry 5:
Here is the ion C8H19N5O with charge +2 in a non-equilibrium geometry from the OMol25 dataset. Energies are from ωB97M-V/def2-TZVPD.

Atoms and positions in Å:
O  -1.826  2.752  0.891
N  -2.457  1.809  -1.029
N  -0.424  3.026  -1.015
N  -0.790  0.890  1.557
N  2.194  -2.665  0.637
N  -0.474  0.692  0.316
C  -1.619  1.818  1.856
C  0.969  -2.863  -0.308
C  0.397  -0.438  -0.016
C  -0.176  -1.905  0.131
C  -1.440  2.367  -0.419
C  2.794  -1.309  0.671
C  1.629  -0.359  0.925
C  -2.205  1.242  -2.301
H  -1.383  0.588  -2.321
H  3.552  -1.361  1.478
H  1.470  -2.765  -1.360
H  -3.082  0.901  -2.682
H  0.733  -0.118  -0.979
H  -0.549  -2.282  1.182
H  -0.626  0.398  2.441
H  0.427  -3.833  -0.291
H  3.374  -1.308  -0.229
H  2.203  0.606  0.872
H  -2.033  2.217  2.700
H  -0.654  3.404  -1.901
H  -0.863  -2.077  -0.554
H  2.897  -3.339  0.364
H  0.332  3.355  -0.480
H  -1.859  2.066  -3.107
H  -3.396  1.749  -0.625
H  1.784  -2.887  1.640
H  1.102  -0.371  1.957

Computed properties:
relative energy (zero: lowest compared OMol25 entry of this formula, charge and spin)	87.8	kcal per mole
net charge	+2
strongest force on any atom	5.16	eV/A
LUMO level	-0.2111	Eh
E	-664.50364	a.u.
molar mass	201.27	g/mol

These are the Mulliken partial charges, in e, on atoms 1 to 5: number 1, O, carries -0.412; number 2, N, carries -0.050; number 3, N, carries -0.284; number 4, N, carries -0.048; number 5, N, carries -0.198

Entry 6:
Here is a cluster of 2 separate species, ClNO5S2 in total in a non-equilibrium geometry from the OMol25 dataset. Energies are from ωB97M-V/def2-TZVPD.

Atoms and positions in Å:
Cl  10.722  -0.134  -0.864
S  -0.398  -1.070  0.113
S  -0.391  1.225  0.190
O  0.419  -2.273  0.328
O  0.591  2.173  0.638
O  -0.457  -0.273  1.341
O  0.390  0.091  -0.705
O  -1.532  -1.324  -0.748
N  -1.757  1.510  -0.190

Computed properties:
relative energy (zero: lowest compared OMol25 entry of this formula, charge and spin)	13.3	kcal per mole
net charge	-2
strongest force on any atom	8.05	eV/A
LUMO level	0.1845	Eh
E	-1687.50612	a.u.
molar mass	193.59	g/mol

These are the Mulliken partial charges, in e, on atoms 1 to 5: number 1, Cl, carries -1.000; number 2, S, carries 1.234; number 3, S, carries 0.694; number 4, O, carries -0.653; number 5, O, carries -0.580